# 1
Entry from the OMol25 dataset: C38H30BrClLaN3O5 as an isolated structure (ωB97M-V/def2-TZVPD).

## Properties
E_HOMO, eV: 0.7
Total charge: -2
Largest force on an atom, eV/A: 0.6
Gap between HOMO and LUMO, eV: 3.38
Energy relative to the best compared isomer or geometry (same formula, charge and spin), eV: 0.0000

Geometry (Å):
La: 0.05880 -0.17925 -0.07987
Br: 2.04110 3.38730 -2.98603
Cl: 5.34048 -3.65000 3.21238
O: 3.55593 1.11925 2.80367
O: 1.93063 -0.47529 -1.59334
O: -1.20474 0.93283 -2.46250
O: 1.79990 0.42310 1.59647
O: 3.80200 -0.94786 -2.72834
N: -1.07163 1.90929 1.59922
N: -0.78915 -2.10596 -1.29671
N: -0.93505 -1.88005 1.36109
C: -1.90959 1.26573 -3.63995
C: -4.52436 -0.78266 -0.61837
C: -0.92608 -1.81372 2.71280
C: -0.32842 2.54068 2.50662
C: -1.65247 1.53574 -1.25634
C: 3.19309 2.74316 -1.62281
C: 5.52838 -2.29862 0.87526
C: -1.61813 -3.03683 -0.61829
C: 4.99729 -1.71245 -0.26179
C: -3.42489 -0.21017 -1.20829
C: 5.39501 2.34935 -0.79750
C: -2.38300 -3.85102 1.61952
C: 3.62578 -1.72106 -0.49836
C: -2.26562 -4.01155 -2.75763
C: -1.67238 -2.93971 0.75309
C: 2.64952 2.18131 -0.48375
C: -1.38278 3.01476 -1.16114
C: -1.56806 -2.67052 3.55803
C: -2.37540 -3.97943 -1.41201
C: -3.21793 1.30638 0.66729
C: 3.30512 -2.95096 1.56106
C: 4.86095 1.79837 0.35615
C: -2.99053 3.04018 2.45741
C: 3.08775 -1.00050 -1.72912
C: 2.91774 1.01804 1.75796
C: -2.76545 0.91985 -0.63621
C: -5.04184 -0.29774 0.58863
C: -4.35837 0.71885 1.22154
C: -2.40200 2.12765 1.57116
C: 2.79322 -2.35059 0.41808
C: -2.34053 -3.73203 2.96324
C: -1.37100 -3.09790 -3.42010
C: 4.56209 2.82402 -1.80133
C: -0.84351 3.44995 3.41787
C: -2.20756 3.70358 3.37858
C: -0.69612 -2.20127 -2.64036
C: 3.48335 1.69628 0.51379
C: 4.66951 -2.90606 1.77478
H: 5.49180 1.41958 1.15037
H: -0.43294 3.29190 -0.68287
H: -2.17323 3.52052 -0.59613
H: 2.64654 -3.42996 2.27387
H: 6.46962 2.39636 -0.93204
H: 0.72402 2.27861 2.51203
H: 4.96605 3.23766 -2.71579
H: 1.72167 -2.41361 0.24345
H: -1.36126 3.45937 -2.16397
H: -0.18743 3.93217 4.13034
H: 6.59224 -2.27654 1.07464
H: -2.98216 1.36490 -3.43941
H: -3.02292 -0.63936 -2.11706
H: 1.57418 2.12757 -0.36311
H: -1.49950 -2.54008 4.63068
H: -4.96984 -1.65420 -1.08837
H: -1.75210 0.45631 -4.35676
H: -2.85573 -4.71810 -3.33618
H: -2.87841 -4.43749 3.59107
H: -1.53839 2.20352 -4.07469
H: 5.63696 -1.22846 -0.98975
H: -4.05613 3.22203 2.39821
H: -2.65816 4.41523 4.06281
H: -0.01439 -1.48532 -3.09899
H: -2.94896 -4.65966 1.16951
H: -4.65678 1.01657 2.22312
H: -5.88298 -0.78072 1.07103
H: -3.05527 -4.65970 -0.90979
H: -0.33376 -0.99395 3.12607
H: -1.23079 -3.10989 -4.49394

In elementary charge units, the Mulliken charges are: number 1, La, carries 1.156; number 2, Br, carries -0.227; number 3, Cl, carries -0.294; number 4, O, carries -0.817; number 5, O, carries -0.077; number 6, O, carries -0.045; number 7, O, carries -0.121; number 8, O, carries -0.784; number 9, N, carries 0.859; number 10, N, carries 1.018; number 11, N, carries 1.089; number 12, C, carries -1.219; number 13, C, carries -0.676; number 14, C, carries -0.498; number 15, C, carries -0.569; number 16, C, carries 0.158; number 17, C, carries 0.061; number 18, C, carries -0.640; number 19, C, carries 0.414; number 20, C, carries -0.571; number 21, C, carries 0.085; number 22, C, carries -0.508; number 23, C, carries -1.097; number 24, C, carries 0.270; number 25, C, carries -0.463; number 26, C, carries 0.259; number 27, C, carries 0.382; number 28, C, carries -1.177; number 29, C, carries -1.090; number 30, C, carries -1.059; number 31, C, carries 0.629; number 32, C, carries -0.973; number 33, C, carries -0.810; number 34, C, carries -0.627; number 35, C, carries -0.269; number 36, C, carries -0.076; number 37, C, carries 0.442; number 38, C, carries -0.989; number 39, C, carries -1.049; number 40, C, carries 0.080; number 41, C, carries -0.275; number 42, C, carries -0.333; number 43, C, carries -1.106; number 44, C, carries -0.461; number 45, C, carries -0.907; number 46, C, carries -0.618; number 47, C, carries -0.300; number 48, C, carries 0.226; number 49, C, carries 0.504; number 50, H, carries 0.470; number 51, H, carries 0.047; number 52, H, carries 0.372; number 53, H, carries 0.514; number 54, H, carries 0.338; number 55, H, carries 0.233; number 56, H, carries 0.377; number 57, H, carries 1.017; number 58, H, carries 0.410; number 59, H, carries 0.472; number 60, H, carries 0.395; number 61, H, carries 0.439; number 62, H, carries 0.120; number 63, H, carries 0.232; number 64, H, carries 0.392; number 65, H, carries 0.321; number 66, H, carries 0.313; number 67, H, carries 0.355; number 68, H, carries 0.360; number 69, H, carries 0.247; number 70, H, carries 0.487; number 71, H, carries 0.533; number 72, H, carries 0.379; number 73, H, carries 0.438; number 74, H, carries 0.221; number 75, H, carries 0.342; number 76, H, carries 0.321; number 77, H, carries 0.246; number 78, H, carries 0.331; number 79, H, carries 0.373


# 2
Entry from the OMol25 dataset: a single C3H2N4 molecule in a non-equilibrium geometry (ωB97M-V/def2-TZVPD).

## Properties
E_HOMO (spin up / spin down), eV: -9.4 / -9.4
Largest force on an atom, eV/A: 1.6
Gap between HOMO and LUMO (spin up / spin down), eV: 8.90 / 8.90
Energy relative to the best compared isomer or geometry (same formula, charge and spin), eV: 4.1641

Geometry (Å):
N: -2.68401 -0.83437 -1.07867
N: -0.32512 0.04542 1.25921
N: 0.72078 0.68058 0.83007
N: -0.52367 -0.82078 0.21392
C: 1.13784 0.32239 -0.41659
C: 0.35353 -0.72390 -0.86384
C: -1.72520 -0.90179 -0.43598
H: 1.15650 1.35832 1.44501
H: 1.88935 0.87413 -0.95310

In elementary charge units, the natural (NBO) charges are: number 1, N, carries -0.298; number 2, N, carries -0.018; number 3, N, carries -0.241; number 4, N, carries -0.294; number 5, C, carries -0.191; number 6, C, carries -0.043; number 7, C, carries 0.419; number 8, H, carries 0.433; number 9, H, carries 0.233


# 3
Entry from the OMol25 dataset: a 2-piece molecular cluster, C5H14NO overall in a non-equilibrium geometry (ωB97M-V/def2-TZVPD).

## Properties
E_HOMO, eV: -15.2
Total charge: +1
Largest force on an atom, eV/A: 2.4
Gap between HOMO and LUMO, eV: 11.35
Energy relative to the best compared isomer or geometry (same formula, charge and spin), eV: 1.9412

Geometry (Å):
O: 1.69854 2.41240 0.28109
N: 0.86987 0.05052 -0.58353
C: 2.57621 1.55671 0.22733
C: -1.33486 -1.81015 0.89903
C: 2.33712 0.18646 -0.37376
C: -2.04687 -0.71477 0.06946
C: -3.49628 -1.02819 -0.38041
H: 3.62052 1.75397 0.50265
H: 0.48671 0.98053 -0.73955
H: 2.65945 -0.63531 0.23720
H: 0.61722 -0.61507 -1.32577
H: -0.35206 -1.54862 1.36461
H: -3.59806 -1.95212 -0.98466
H: -2.04612 -2.11056 1.72980
H: -4.18899 -1.12065 0.50506
H: -1.50149 -0.58754 -0.90431
H: -3.83412 -0.16979 -1.02716
H: -2.01397 0.20718 0.64422
H: 2.89380 0.15147 -1.34192
H: 0.45341 -0.39032 0.25395
H: -1.08564 -2.75635 0.27197

In elementary charge units, the natural (NBO) charges are: number 1, O, carries -0.483; number 2, N, carries -0.689; number 3, C, carries 0.414; number 4, C, carries -0.635; number 5, C, carries -0.344; number 6, C, carries -0.410; number 7, C, carries -0.611; number 8, H, carries 0.173; number 9, H, carries 0.469; number 10, H, carries 0.255; number 11, H, carries 0.453; number 12, H, carries 0.170; number 13, H, carries 0.222; number 14, H, carries 0.253; number 15, H, carries 0.224; number 16, H, carries 0.150; number 17, H, carries 0.226; number 18, H, carries 0.210; number 19, H, carries 0.268; number 20, H, carries 0.464; number 21, H, carries 0.221